# 1
The following is a DFT calculation (ωB97M-V with the def2-TZVPD basis set) of the molecule C5H7NO.

CARTESIAN COORDINATES (ANGSTROEM)
1 C -1.728 0.709 0.606
2 C 0.273 -0.368 0.048
3 C 0.348 -1.639 -0.218
4 O 0.954 -2.059 -1.416
5 C 1.978 -1.318 -1.777
6 C -0.217 0.783 0.439
7 N 0.507 1.844 1.012
8 H -1.929 -0.137 1.281
9 H -2.262 0.499 -0.324
10 H -2.101 1.609 1.088
11 H 0.002 -2.467 0.391
12 H 2.266 -1.796 -2.742
13 H 0.419 2.724 0.509
14 H 1.490 1.615 1.102

The multiplicity is 1. The orbital gap is 0.3331 Ha. The calculation puts the HOMO energy at -8.33 eV. The calculated total energy is -324.5156 a.u.

# 2
The following is a DFT calculation (ωB97M-V with the def2-TZVPD basis set) of a cluster of 10 separate species, C36H44Cl12N4O8 in total.

CARTESIAN COORDINATES (ANGSTROEM)
1 O -2.875 5.389 -6.666
2 N -2.140 4.613 -6.086
3 O -1.370 3.849 -6.643
4 C -2.183 4.571 -4.627
5 C -2.523 5.746 -3.970
6 C -2.637 5.709 -2.583
7 C -2.400 4.526 -1.888
8 C -2.011 3.371 -2.569
9 C -1.879 3.397 -3.936
10 H -2.731 6.597 -4.602
11 H -2.922 6.635 -2.101
12 H -2.637 4.529 -0.832
13 H -1.886 2.425 -2.059
14 H -1.534 2.549 -4.510
15 O 3.333 0.613 8.675
16 N 2.190 0.834 8.349
17 O 1.375 1.360 9.059
18 C 1.792 0.433 7.005
19 C 2.745 -0.107 6.153
20 C 2.469 -0.346 4.810
21 C 1.211 -0.009 4.321
22 C 0.220 0.402 5.203
23 C 0.499 0.647 6.541
24 H 3.712 -0.327 6.582
25 H 3.286 -0.720 4.210
26 H 0.867 -0.093 3.296
27 H -0.778 0.581 4.827
28 H -0.315 1.012 7.153
29 O -6.418 -2.484 3.644
30 N -5.764 -1.664 3.017
31 O -5.130 -0.744 3.497
32 C -5.757 -1.818 1.549
33 C -6.602 -2.729 0.925
34 C -6.637 -2.753 -0.445
35 C -5.756 -1.993 -1.214
36 C -4.904 -1.080 -0.580
37 C -4.891 -1.025 0.809
38 H -7.195 -3.414 1.514
39 H -7.388 -3.330 -0.971
40 H -5.754 -2.034 -2.294
41 H -4.182 -0.635 -1.250
42 H -4.198 -0.338 1.275
43 O -0.576 1.290 1.384
44 N -0.875 2.349 1.874
45 O -1.540 2.485 2.871
46 C -0.308 3.564 1.277
47 C 0.439 3.393 0.106
48 C 1.104 4.499 -0.424
49 C 0.791 5.774 0.059
50 C -0.057 5.935 1.146
51 C -0.602 4.807 1.748
52 H 0.617 2.437 -0.363
53 H 1.766 4.414 -1.274
54 H 1.291 6.652 -0.331
55 H -0.183 6.919 1.573
56 H -1.111 4.932 2.696
57 Cl 3.399 -3.135 2.068
58 C 3.420 -4.917 1.944
59 C 2.949 -5.353 0.552
60 Cl 1.321 -4.762 0.192
61 H 2.770 -5.277 2.737
62 H 4.448 -5.229 2.106
63 H 3.018 -6.427 0.408
64 H 3.605 -4.846 -0.154
65 Cl 3.807 -3.150 -2.325
66 C 5.332 -2.546 -1.691
67 C 5.292 -1.140 -1.125
68 Cl 4.839 0.012 -2.372
69 H 6.093 -2.592 -2.475
70 H 5.717 -3.301 -1.002
71 H 6.303 -0.950 -0.767
72 H 4.555 -1.027 -0.335
73 Cl 3.493 -1.917 -5.449
74 C 1.896 -2.273 -6.183
75 C 0.844 -2.400 -5.095
76 Cl 0.893 -3.923 -4.161
77 H 1.964 -3.131 -6.841
78 H 1.662 -1.357 -6.720
79 H -0.171 -2.348 -5.485
80 H 0.939 -1.578 -4.389
81 Cl -1.446 -1.837 2.863
82 C -0.532 -3.070 3.761
83 C -0.811 -4.452 3.189
84 Cl -2.490 -4.904 3.639
85 H -0.815 -3.054 4.811
86 H 0.528 -2.812 3.738
87 H -0.115 -5.169 3.632
88 H -0.687 -4.602 2.121
89 Cl 1.484 3.693 -3.988
90 C 1.608 2.132 -3.164
91 C 1.873 0.987 -4.130
92 Cl 0.423 0.723 -5.144
93 H 0.760 1.918 -2.515
94 H 2.463 2.147 -2.482
95 H 2.097 0.033 -3.655
96 H 2.726 1.157 -4.785
97 Cl 1.994 -0.067 -0.385
98 C 0.860 -1.415 -0.152
99 C 0.049 -1.601 -1.421
100 Cl -1.235 -0.317 -1.435
101 H 0.185 -1.153 0.658
102 H 1.440 -2.287 0.132
103 H -0.474 -2.553 -1.344
104 H 0.663 -1.523 -2.311

The multiplicity is 1. The orbital gap is 0.3423 Ha. The calculation puts the HOMO energy at -9.92 eV. The calculated total energy is -7741.0906 a.u.

# 3
The following is a DFT calculation (ωB97M-V with the def2-TZVPD basis set) of a cluster of 2 separate species, C5H13NO2 in total.

CARTESIAN COORDINATES (ANGSTROEM)
1 C 1.296 0.995 -0.954
2 O 0.675 0.072 -0.132
3 C 0.370 2.219 -1.162
4 C -0.807 1.804 -2.068
5 H 1.620 0.621 -1.944
6 H 2.209 1.394 -0.475
7 H 0.914 3.051 -1.616
8 H 0.011 2.528 -0.178
9 H -1.563 2.597 -2.075
10 H -1.333 0.899 -1.737
11 H -0.475 1.628 -3.095
12 O 0.331 -2.519 0.615
13 C -0.327 -1.559 0.161
14 C -1.262 -0.847 1.209
15 N -0.147 -0.614 2.133
16 H -0.531 -1.621 -0.912
17 H -1.685 0.045 0.769
18 H -1.970 -1.607 1.527
19 H -0.511 -0.217 3.005
20 H 0.320 -1.508 2.360
21 H 0.551 0.030 1.623

The multiplicity is 1. The orbital gap is 0.3147 Ha. The calculation puts the HOMO energy at -8.22 eV. The calculated total energy is -403.4382 a.u.

# 4
The following is a DFT calculation (ωB97M-V with the def2-TZVPD basis set) of the molecule C16H23N5OS.

CARTESIAN COORDINATES (ANGSTROEM)
1 C -4.175 -3.308 0.064
2 C -3.612 -1.934 -0.075
3 C -4.057 -0.894 0.788
4 C -3.551 0.369 0.676
5 C -3.916 1.505 1.561
6 N -2.630 0.559 -0.306
7 C -1.867 1.596 -0.756
8 S -1.817 3.211 -0.103
9 C -0.008 3.387 -0.216
10 C 0.591 2.110 0.372
11 O 0.122 1.643 1.397
12 N 1.616 1.547 -0.290
13 C 2.147 2.072 -1.529
14 C 2.091 0.245 0.167
15 C 3.545 0.296 0.642
16 C 3.935 -1.060 1.226
17 C 3.739 -2.168 0.195
18 C 2.295 -2.193 -0.299
19 C 1.914 -0.841 -0.895
20 N -1.078 1.194 -1.720
21 N -1.277 -0.104 -1.944
22 C -2.204 -0.520 -1.119
23 N -2.708 -1.740 -0.994
24 H -3.724 -3.961 -0.676
25 H -5.255 -3.287 -0.077
26 H -3.973 -3.695 1.062
27 H -4.789 -1.112 1.548
28 H -3.035 1.830 2.114
29 H -4.263 2.354 0.973
30 H -4.691 1.205 2.260
31 H 0.251 4.247 0.401
32 H 0.241 3.564 -1.256
33 H 1.428 1.945 -2.342
34 H 2.409 3.126 -1.423
35 H 3.052 1.527 -1.778
36 H 1.460 -0.002 1.027
37 H 3.656 1.077 1.397
38 H 4.209 0.533 -0.192
39 H 4.977 -1.034 1.552
40 H 3.315 -1.266 2.101
41 H 3.998 -3.133 0.636
42 H 4.408 -1.999 -0.652
43 H 2.170 -2.973 -1.053
44 H 1.628 -2.424 0.534
45 H 0.881 -0.855 -1.247
46 H 2.556 -0.640 -1.755

The multiplicity is 1. The orbital gap is 0.3143 Ha. The calculation puts the HOMO energy at -8.15 eV. The calculated total energy is -1370.7154 a.u.

# 5
The following is a DFT calculation (ωB97M-V with the def2-TZVPD basis set) of a structure of composition C4H11CrO3.

CARTESIAN COORDINATES (ANGSTROEM)
1 O 1.358 -0.432 -1.561
2 C 2.020 -1.263 -0.599
3 C 1.772 -0.640 0.755
4 O 0.383 -0.312 0.828
5 C -0.046 0.132 2.114
6 Cr -0.379 0.264 -0.910
7 H 3.097 -1.301 -0.803
8 H 1.598 -2.275 -0.647
9 H 2.360 0.281 0.881
10 H 2.032 -1.351 1.552
11 H -1.124 0.308 2.060
12 H 0.169 -0.645 2.860
13 H 0.473 1.061 2.381
14 O -1.731 1.374 -1.171
15 H 1.711 -0.454 -2.466
16 C -3.110 1.323 -1.288
17 H -3.593 2.250 -0.923
18 H -3.427 1.197 -2.342
19 H -3.564 0.485 -0.722

Its expectation value of S² is 4.0959. The multiplicity is 4. The orbital gap (spin up / spin down) is 0.2837 / 0.3718 Ha. Its total charge is +2. The calculation puts the HOMO energy (spin up / spin down) at -19.67 / -20.10 eV. The calculated total energy is -1428.4707 a.u.

Short version: strongest force on any atom = 0.74 2.21 3.37 1.21 2.04 eV Å⁻¹, in the order given.